(1)
{"formula": "C7H5IN3O3", "method": "ωB97M-V/def2-TZVPD", "total_charge": -1, "gap_ev": 4.994, "lumo_energy_ev": 1.109, "de_lowest_ev": 0.000, "species": ["N", "C", "C", "I", "C", "C", "N", "N", "C", "O", "H", "H", "C", "C", "O", "O", "H", "H", "H"], "coordinates": [[3.220, -0.940, -1.177], [2.323, -0.320, -1.534], [1.138, 0.426, -1.933], [1.819, 1.995, -3.270], [0.093, -0.467, -2.709], [0.364, -1.912, -2.542], [0.638, -3.025, -2.592], [-1.298, -0.133, -2.360], [-1.647, -0.231, -1.179], [-2.018, -0.061, -0.101], [0.701, 0.926, -1.073], [0.187, -0.240, -3.766], [-1.372, 0.601, 3.204], [0.027, 0.523, 3.860], [0.098, -0.071, 4.957], [0.942, 1.072, 3.199], [-2.135, 0.111, 3.811], [-1.652, 1.648, 3.063], [-1.340, 0.121, 2.227]], "mulliken_charge": [-0.3665, 0.1818, -0.5063, 0.1366, 0.0872, 0.0829, -0.3885, -0.5245, 0.6193, -0.3315, 0.4867, 0.4788, -0.4354, 0.5352, -0.7285, -0.7312, 0.2839, 0.2173, -0.0974]}

(2)
{"formula": "C7H5N", "method": "ωB97M-V/def2-TZVPD", "gap_ev": 9.266, "lumo_energy_ev": -0.149, "de_lowest_ev": 1.988, "smiles": "C#Cc1ccncc1", "species": ["C", "C", "C", "C", "C", "N", "C", "C", "H", "H", "H", "H", "H"], "coordinates": [[1.767, 0.592, -2.543], [1.119, 0.407, -1.535], [0.386, 0.068, -0.437], [-0.852, -0.498, -0.596], [-1.735, -0.527, 0.430], [-1.393, -0.243, 1.785], [-0.071, 0.147, 1.881], [0.916, 0.135, 0.870], [2.546, 0.437, -3.488], [-1.247, -0.410, -1.506], [-2.862, -0.871, 0.192], [0.153, 0.302, 2.917], [1.982, 0.304, 0.966]], "mulliken_charge": [0.0391, -0.6952, 0.7618, -0.5572, -0.0638, -0.5618, -0.2496, -0.5007, 0.3185, 0.4352, 0.2653, 0.4144, 0.3942]}

(3)
{"formula": "C7H5N3O2", "method": "ωB97M-V/def2-TZVPD", "gap_ev": 8.870, "lumo_energy_ev": -0.496, "de_lowest_ev": 4.520, "species": ["C", "C", "C", "C", "C", "C", "C", "H", "H", "H", "H", "H", "N", "N", "N", "O", "O"], "coordinates": [[-2.767, 0.147, -0.021], [-1.204, -0.084, -0.013], [-0.467, -1.248, 0.457], [0.897, -0.820, 0.117], [3.249, -0.616, -0.026], [3.158, 0.881, -0.060], [1.901, 1.466, -0.001], [-2.722, -1.693, -0.228], [-0.727, -2.228, 0.461], [4.269, -1.210, -0.342], [4.191, 1.404, 0.196], [1.612, 2.573, 0.107], [2.229, -1.472, 0.096], [0.789, 0.480, -0.173], [-0.443, 0.969, -0.402], [-3.543, -0.804, -0.486], [-3.114, 1.174, 0.542]], "mulliken_charge": [0.6068, 0.4512, -1.0703, 0.6591, 0.0934, -0.4725, -0.0260, 0.4198, 0.3273, 0.3105, 0.2783, 0.3668, -0.5575, 0.7717, -1.1917, -0.4746, -0.4923]}

(4)
{"formula": "C7H5NOS", "method": "ωB97M-V/def2-TZVPD", "gap_ev": 9.557, "lumo_energy_ev": -0.299, "de_lowest_ev": 1.533, "smiles": "N#CCC(=O)c1cccs1", "species": ["N", "C", "C", "C", "O", "C", "C", "C", "C", "S", "H", "H", "H", "H", "H"], "coordinates": [[-0.560, 0.947, 4.418], [-0.375, 0.995, 3.282], [-0.137, 1.100, 1.848], [-0.212, -0.266, 1.136], [-0.424, -1.279, 1.743], [0.024, -0.261, -0.331], [-0.008, -1.378, -1.110], [0.244, -1.097, -2.482], [0.439, 0.233, -2.707], [0.342, 1.155, -1.273], [-0.873, 1.791, 1.379], [0.837, 1.543, 1.672], [-0.201, -2.385, -0.665], [0.274, -1.824, -3.274], [0.630, 0.726, -3.636]], "mulliken_charge": [-0.4090, 0.0710, -0.4760, 0.6018, -0.5452, 0.1408, -0.3266, -0.4893, -0.3525, -0.1414, 0.3554, 0.3633, 0.3912, 0.3922, 0.4241]}

(5)
{"formula": "C7H5O2P", "method": "ωB97M-V/def2-TZVPD", "gap_ev": [6.246, 6.987], "lumo_energy_ev": [0.430, -2.924], "s_squared": 2.028, "spin_multiplicity": 3, "species": ["C", "C", "C", "C", "C", "C", "C", "O", "O", "P", "H", "H", "H", "H", "H"], "coordinates": [[-0.114, 1.376, -0.273], [0.598, 1.146, 1.038], [0.682, 0.858, -1.447], [0.506, -0.111, 1.522], [0.069, -0.286, -1.758], [-0.550, -2.365, 1.076], [-0.358, -1.118, 0.869], [-0.609, -3.525, 1.046], [-2.608, 0.038, -0.883], [-1.232, -0.217, -0.520], [-0.467, 2.314, -0.476], [1.066, 2.099, 1.484], [1.650, 1.292, -1.841], [0.981, -0.328, 2.436], [0.386, -1.172, -2.272]], "mulliken_charge": [-0.4016, -0.2306, -0.2895, -0.5496, -0.5231, 0.3113, 0.1675, -0.4320, -0.7330, 0.5006, 0.6158, 0.3498, 0.3227, 0.4725, 0.4191]}

(6)
{"formula": "C7H5OPS", "method": "ωB97M-V/def2-TZVPD", "gap_ev": 9.132, "lumo_energy_ev": 0.512, "de_lowest_ev": 1.185, "species": ["C", "C", "C", "C", "C", "C", "C", "O", "P", "S", "H", "H", "H", "H", "H"], "coordinates": [[1.866, 0.524, -0.166], [1.831, -0.866, -0.480], [0.753, 1.198, 0.315], [0.617, -1.531, -0.576], [-0.452, 0.495, 0.416], [-0.466, -0.843, -0.066], [-1.810, 0.928, 0.730], [-1.587, -1.567, -0.095], [-2.864, -0.567, 0.454], [-3.083, 1.224, -0.679], [2.671, 1.181, -0.193], [2.735, -1.499, -0.821], [0.981, 2.298, 0.580], [0.592, -2.568, -1.018], [-1.783, 1.592, 1.598]], "mulliken_charge": [-0.4772, -0.3876, -0.3377, -0.4902, 0.2431, 0.6307, -0.2329, -0.4611, -0.0378, -0.2177, 0.3967, 0.2413, 0.2644, 0.3315, 0.5347]}

(7)
{"formula": "C7H6", "method": "ωB97M-V/def2-TZVPD", "gap_ev": 7.845, "lumo_energy_ev": 0.370, "de_lowest_ev": 6.644, "smiles": "C/C=C1\\C2=C3C[C@]321", "species": ["C", "C", "C", "C", "C", "C", "C", "H", "H", "H", "H", "H", "H"], "coordinates": [[1.181, -2.154, 0.382], [0.031, -1.235, 0.519], [-0.251, -0.104, -0.087], [0.338, 0.905, -0.960], [0.239, 2.154, -0.482], [-1.187, 2.549, -0.415], [-1.043, 1.080, -0.314], [1.842, -1.910, -0.395], [0.880, -3.144, 0.304], [1.891, -2.197, 1.268], [-0.687, -1.619, 1.303], [-1.761, 3.072, 0.333], [-1.476, 2.601, -1.455]], "mulliken_charge": [-1.2849, -0.0067, 0.8061, -0.2767, -0.2628, -0.2300, -0.5482, 0.3832, 0.3547, 0.2819, 0.2617, 0.2937, 0.2279]}

(8)
{"formula": "C7H62N2O23P", "method": "ωB97M-V/def2-TZVPD", "total_charge": -1, "gap_ev": 5.096, "lumo_energy_ev": 1.275, "species": ["C", "C", "C", "C", "C", "P", "N", "N", "O", "C", "C", "O", "H", "H", "H", "H", "H", "H", "H", "H", "H", "H", "H", "H", "H", "H", "H", "H", "H", "H", "H", "H", "O", "H", "H", "O", "H", "H", "O", "H", "H", "O", "H", "H", "O", "H", "H", "O", "H", "H", "O", "H", "H", "O", "H", "H", "O", "H", "H", "O", "H", "H", "O", "H", "H", "O", "H", "H", "O", "H", "H", "O", "H", "H", "O", "H", "H", "O", "H", "H", "O", "H", "H", "O", "H", "H", "O", "H", "H", "O", "H", "H", "O", "H", "H"], "coordinates": [[-2.991, 1.895, 1.720], [-3.175, 1.797, 0.070], [-1.652, 1.687, -0.610], [-1.659, 0.666, -1.913], [-0.400, 0.883, -2.941], [1.096, -0.305, -2.599], [2.329, 1.002, -2.436], [0.759, -0.533, -0.863], [0.019, -1.662, -2.991], [0.807, -2.675, -3.769], [2.245, -2.766, -2.960], [2.537, -1.342, -2.638], [-4.033, 1.885, 2.295], [-2.368, 2.873, 1.997], [-2.402, 0.914, 2.028], [-3.870, 0.895, -0.232], [-3.638, 2.810, -0.358], [-1.361, 2.803, -0.894], [-0.848, 1.347, 0.201], [-2.642, 0.949, -2.528], [-1.796, -0.428, -1.518], [-0.054, 2.020, -3.045], [-0.795, 0.569, -4.022], [1.302, -0.152, -4.034], [2.938, 0.940, -3.306], [2.981, 0.652, -1.672], [1.559, -0.226, -0.265], [0.491, -1.540, -0.659], [0.156, -3.662, -3.726], [1.062, -2.347, -4.867], [2.253, -3.438, -1.979], [3.014, -3.323, -3.676], [2.197, -1.406, 1.480], [2.362, -1.739, 2.375], [2.776, -1.946, 0.920], [3.692, -3.332, 3.339], [4.160, -3.080, 4.149], [4.053, -4.204, 3.121], [-1.375, -5.233, -1.712], [-1.869, -5.687, -2.410], [-1.113, -4.393, -2.119], [-5.149, 1.922, 4.322], [-4.430, 1.783, 4.956], [-5.654, 2.658, 4.698], [-3.350, 2.506, -3.930], [-3.845, 2.052, -4.628], [-3.088, 3.346, -4.337], [-3.880, 5.609, -2.926], [-3.291, 6.153, -2.383], [-3.719, 4.706, -2.614], [4.940, 0.398, 2.381], [4.235, -0.093, 1.934], [4.483, 1.151, 2.783], [3.344, -6.011, -2.324], [4.053, -5.400, -2.072], [2.583, -5.715, -1.801], [4.911, -4.440, 5.786], [5.500, -3.895, 6.330], [5.072, -5.343, 6.099], [1.539, -1.985, 5.141], [1.704, -2.318, 6.036], [2.118, -2.524, 4.581], [5.058, 2.819, 4.565], [5.708, 2.102, 4.540], [5.319, 3.346, 5.336], [-4.654, 1.632, 7.403], [-5.491, 1.321, 7.027], [-4.834, 1.697, 8.353], [-4.225, 0.322, -5.912], [-4.756, -0.466, -6.102], [-3.433, 0.208, -6.459], [-2.481, 2.695, 5.255], [-2.317, 2.362, 6.150], [-1.903, 2.155, 4.695], [-7.166, -0.759, -6.027], [-7.871, -1.250, -6.474], [-7.623, -0.005, -5.625], [5.097, -2.250, -1.262], [5.913, -2.442, -1.748], [4.533, -1.810, -1.916], [-6.650, 5.799, -3.331], [-5.707, 5.643, -3.487], [-7.051, 4.921, -3.419], [-2.736, 7.492, -0.955], [-2.028, 8.103, -0.703], [-3.497, 7.788, -0.433], [1.987, 1.130, 4.285], [2.576, 1.674, 4.828], [2.149, 0.227, 4.597], [7.118, 2.567, 2.494], [6.244, 2.976, 2.585], [6.924, 1.628, 2.351], [3.735, -9.245, -1.497], [3.240, -9.699, -2.195], [3.997, -8.405, -1.904]], "mulliken_charge": [-0.8445, -0.1488, -0.3105, -0.1568, -0.6746, 0.3020, -1.0917, -0.2096, -0.1697, -0.7086, 0.3390, -0.1200, 0.2668, 0.2195, 0.2457, 0.2607, 0.0102, 0.1805, 0.0763, 0.1899, 0.1808, 0.2145, 0.1942, -0.1804, 0.3798, 0.2455, 0.0300, 0.1031, 0.1059, 0.2310, -0.2778, 0.2296, -0.5081, 0.1551, 0.2720, -0.6156, 0.3314, 0.2422, -0.6630, 0.3043, 0.3320, -0.6311, 0.3401, 0.3017, -0.5377, 0.2356, 0.2947, -0.6697, 0.3052, 0.3823, -0.6341, 0.3083, 0.3407, -0.6592, 0.3265, 0.3429, -0.5925, 0.3076, 0.2881, -0.6248, 0.2918, 0.3580, -0.6300, 0.3466, 0.2746, -0.6096, 0.3091, 0.2912, -0.5915, 0.2861, 0.2943, -0.6433, 0.2988, 0.3347, -0.6017, 0.2982, 0.3120, -0.6184, 0.2720, 0.3535, -0.6517, 0.3634, 0.2973, -0.6217, 0.2941, 0.3038, -0.6353, 0.2985, 0.3318, -0.6696, 0.3339, 0.3455, -0.6413, 0.3088, 0.3291]}